Record 1
{
  "formula": "C13H27ClGdIN2OP2",
  "method": "wB97M-V/def2-TZVPD",
  "species": ["C", "C", "H", "H", "H", "O", "I", "Gd", "P", "C", "C", "H", "H", "H", "H", "H", "H", "C", "H", "H", "H", "P", "C", "C", "H", "H", "H", "C", "H", "H", "H", "H", "H", "H", "Cl", "N", "C", "C", "C", "N", "C", "C", "H", "H", "H", "H", "H", "H"],
  "xyz": [[0.04704, 1.58188, -4.62452], [0.08860, 1.69149, -3.20951], [0.04945, 2.57232, -5.12029], [-0.87400, 1.01290, -4.88584], [0.94190, 0.99804, -4.93759], [0.09855, 2.06208, -2.09698], [-0.09174, -3.35121, -3.21283], [-0.05173, -1.09508, -1.36396], [2.64987, -0.41120, -0.78477], [3.04373, 0.95490, 0.35229], [3.41520, -1.84928, 0.08014], [4.46984, -1.94656, -0.22293], [4.81797, -0.57310, -1.88705], [2.85373, -2.75476, -0.19768], [3.45394, -0.59905, -3.04970], [2.42458, 0.88732, 1.24986], [3.33700, -1.70260, 1.16773], [3.84197, -0.13537, -2.13404], [4.10102, 0.94536, 0.63996], [3.94750, 0.94296, -2.29520], [2.82140, 1.90136, -0.14904], [-2.73342, -0.21094, -0.71961], [-3.23966, 1.16015, 0.38286], [-3.95300, -0.12021, -2.08161], [-2.84211, -2.54176, -0.02262], [-4.47104, -1.75461, -0.00982], [-3.27459, -1.43147, 1.30321], [-3.40512, -1.63314, 0.23202], [-3.53571, -0.62428, -2.96294], [-4.88863, -0.61474, -1.79199], [-4.30464, 1.09526, 0.64564], [-3.05775, 2.12004, -0.11466], [-4.14973, 0.92785, -2.33408], [-2.64357, 1.13312, 1.30365], [-0.12358, -3.18317, 0.03891], [-0.23807, 0.16411, 5.49822], [-0.00894, -0.00075, 4.16998], [0.53783, -1.21981, 3.70613], [0.64527, -1.41254, 2.34267], [0.21711, -0.53246, 1.39770], [-0.16995, 0.68294, 1.85439], [-0.32524, 0.98427, 3.20016], [-0.02048, -0.57963, 6.14652], [-0.62998, 1.00907, 5.87401], [0.83895, -2.02007, 4.38462], [1.03943, -2.35165, 1.96219], [-0.36899, 1.42656, 1.07014], [-0.72220, 1.96734, 3.47769]],
  "mulliken_charge": [-0.78, 0.79, 0.38, 0.34, 0.34, -0.09, -0.15, 0.13, 0.97, -1.17, -1.20, 0.42, 0.39, 0.33, 0.33, 0.29, 0.31, -1.22, 0.41, 0.37, 0.37, 1.01, -1.22, -1.23, 0.34, 0.44, 0.32, -1.22, 0.32, 0.41, 0.42, 0.36, 0.37, 0.28, -0.34, -0.45, 0.90, -0.98, -0.77, 0.84, -0.91, -0.74, 0.20, 0.20, 0.35, 0.50, 0.70, 0.36],
  "homo_energy_ev": [-13.64, -13.63],
  "lumo_ev": [-9.8, -9.7],
  "multiplicity": 8,
  "total_charge": 2,
  "homo_lumo_gap_ev": [3.86, 3.90],
  "mol_weight_g_mol": 608.93,
  "s2": 16.073
}

Record 2
{
  "formula": "C13H27ClN2O6P",
  "method": "wB97M-V/def2-TZVPD",
  "species": ["C", "C", "C", "O", "C", "C", "Cl", "N", "C", "C", "C", "O", "O", "C", "C", "P", "O", "O", "H", "H", "H", "H", "H", "H", "H", "H", "H", "H", "H", "H", "H", "H", "H", "H", "H", "H", "H", "H", "C", "O", "N", "C", "C", "H", "H", "H", "H", "H", "H", "H"],
  "xyz": [[5.03865, -0.89264, 2.20818], [4.27023, -0.75933, 0.79760], [2.70927, -0.63278, 1.13624], [1.98016, 0.27359, 0.26290], [0.69584, 0.56199, 0.82214], [-0.54311, -0.40965, 0.38739], [-0.44768, -1.73018, 1.68673], [-1.86345, 0.34523, 0.48650], [-2.99038, -0.33409, 1.21074], [-4.43614, 0.34683, 0.90858], [-5.42855, -0.33729, 1.98540], [-5.20751, -0.05800, 3.17463], [-6.43684, -1.22875, 1.56737], [-1.44165, 1.71509, 0.97318], [0.10485, 2.06403, 0.60196], [0.96754, 3.34105, 1.74676], [1.13735, 4.78431, 0.81943], [-0.12664, 3.79516, 3.00396], [5.17621, 0.14905, 2.64035], [4.32498, -1.45912, 2.90980], [5.98996, -1.50628, 2.14682], [4.40805, -1.76757, 0.26526], [4.61009, 0.11906, 0.16432], [2.64578, -0.19682, 2.20259], [2.27956, -1.70026, 1.11295], [0.63718, 0.48942, 1.96517], [-0.31194, -0.72681, -0.68472], [-2.27878, 0.56456, -0.43244], [-3.12087, -1.43784, 0.92439], [-2.78910, -0.20547, 2.33351], [-4.73160, -0.03808, -0.13423], [-4.41876, 1.47783, 0.98365], [-7.30300, -0.85476, 1.84018], [-1.60648, 1.92272, 2.09276], [-1.99626, 2.58716, 0.46569], [0.30481, 2.44047, -0.46378], [2.06692, 4.82518, 0.51389], [0.04439, 3.23325, 3.79672], [1.68372, -1.26084, -2.95233], [2.55870, -2.02132, -2.59113], [0.76624, -1.51981, -3.92704], [-0.25056, -0.55912, -4.30357], [0.81067, -2.80018, -4.60978], [1.56295, -0.26248, -2.49824], [-1.23774, -1.00068, -4.14034], [-0.13401, -0.31082, -5.36112], [-0.16451, 0.35381, -3.71108], [0.68679, -3.60142, -3.87747], [1.78392, -2.91543, -5.09202], [0.02074, -2.86199, -5.35843]],
  "mulliken_charge": [-1.06, -0.23, -0.28, -0.30, -0.84, 0.02, -0.10, 0.33, -1.08, -0.39, 0.33, -0.46, -0.44, -0.98, 0.02, 0.20, -0.51, -0.58, 0.28, 0.30, 0.34, 0.26, 0.26, 0.29, 0.12, 0.56, 0.38, 0.55, 0.50, 0.45, 0.37, 0.36, 0.38, 0.41, 0.34, 0.41, 0.37, 0.38, 0.04, -0.61, 0.08, -0.97, -0.97, 0.40, 0.34, 0.39, 0.32, 0.32, 0.29, 0.38],
  "homo_energy_ev": -11.74,
  "lumo_ev": -3.2,
  "total_charge": 1,
  "homo_lumo_gap_ev": 8.51,
  "mol_weight_g_mol": 373.79
}

Record 3
{
  "formula": "C13H27CuN6OSbSe4",
  "method": "wB97M-V/def2-TZVPD",
  "species": ["Cu", "C", "N", "C", "C", "N", "C", "C", "N", "C", "C", "N", "C", "N", "C", "C", "C", "N", "C", "H", "H", "H", "H", "H", "H", "H", "H", "H", "H", "H", "H", "H", "H", "H", "H", "H", "H", "H", "H", "H", "H", "H", "H", "C", "O", "H", "H", "H", "Se", "Sb", "Se", "Se", "Se"],
  "xyz": [[-0.73869, -0.22337, 0.23625], [2.86116, 1.68055, 2.95867], [2.04721, 0.51896, 3.20867], [2.35238, -0.22397, 4.41843], [1.49727, -1.48302, 4.27595], [1.23513, -1.51382, 2.85667], [0.53095, -2.60330, 2.24293], [1.46316, -0.31236, 2.28055], [1.11103, -0.08783, 1.05392], [1.63458, 0.98328, 0.24396], [1.30500, 0.66835, -1.21357], [-0.13494, 0.70412, -1.36134], [-0.70426, 0.96947, -2.50142], [-2.01458, 1.33107, -2.59043], [-3.00338, 1.29024, -1.55683], [-2.45896, 1.33243, -3.96721], [-1.14494, 1.47496, -4.72171], [-0.16833, 1.02177, -3.75097], [1.18003, 0.88208, -4.23464], [2.97781, 2.22087, 3.89876], [2.37527, 2.33956, 2.24777], [3.85940, 1.40758, 2.59369], [2.08781, 0.37620, 5.29285], [3.42513, -0.46074, 4.46814], [0.56130, -1.41379, 4.84635], [2.01966, -2.38820, 4.58996], [1.03202, -3.54430, 2.47661], [0.54724, -2.44763, 1.16339], [-0.50861, -2.64709, 2.57927], [2.71990, 1.06905, 0.34170], [1.17143, 1.94950, 0.48949], [1.69588, -0.32944, -1.45060], [1.78465, 1.41525, -1.85012], [-2.50783, 1.20527, -0.58352], [-3.68329, 0.43701, -1.69855], [-3.59759, 2.20747, -1.57285], [-3.15405, 2.15403, -4.14132], [-2.95909, 0.38058, -4.19711], [-0.93782, 2.51564, -5.00847], [-1.09365, 0.85144, -5.61684], [1.12518, 0.61313, -5.29007], [1.72012, 0.09264, -3.72181], [1.73479, 1.82478, -4.16613], [-2.27745, 0.16817, 2.63398], [-1.80073, -0.73104, 1.70889], [-2.95094, -0.35639, 3.32612], [-2.84336, 0.99201, 2.16367], [-1.46156, 0.61069, 3.22416], [-2.84503, -2.25111, -2.60502], [-1.24313, -3.80535, -1.24622], [1.03804, -3.30199, -1.84230], [-2.35552, -5.83115, -0.60655], [-2.50580, -1.73222, -0.32522]],
  "mulliken_charge": [-0.39, -1.00, 0.08, -0.69, -0.66, 0.18, -0.72, 0.07, 0.31, -0.75, -0.81, 0.58, 0.41, 0.19, -1.16, -0.56, -0.77, 0.10, -0.95, 0.34, 0.35, 0.34, 0.37, 0.35, 0.30, 0.35, 0.35, -0.11, 0.25, 0.49, 0.22, 0.04, 0.58, 0.28, 0.35, 0.28, 0.37, 0.17, 0.34, 0.45, 0.32, 0.35, 0.33, -0.82, 0.01, 0.24, 0.24, 0.16, -0.42, 0.67, -0.52, -0.54, 0.10],
  "homo_energy_ev": [-7.26, -7.40],
  "lumo_ev": [-0.4, -0.8],
  "multiplicity": 2,
  "total_charge": 0,
  "homo_lumo_gap_ev": [6.83, 6.64],
  "mol_weight_g_mol": 784.55,
  "s2": 0.757
}

Record 4
{
  "formula": "C13H27F3N3O6Y",
  "method": "wB97M-V/def2-TZVPD",
  "species": ["Y", "O", "H", "C", "O", "N", "C", "C", "H", "H", "H", "H", "H", "H", "H", "C", "O", "N", "C", "C", "H", "H", "H", "H", "H", "H", "H", "C", "O", "N", "C", "C", "H", "H", "H", "H", "H", "H", "H", "C", "C", "O", "C", "O", "C", "F", "F", "F", "H", "H", "H", "H", "H"],
  "xyz": [[-4.73930, 0.60122, 1.04760], [-2.65005, 1.06841, 0.62025], [-1.70654, 0.84416, 0.50180], [-0.11228, -0.26707, 3.17810], [0.97697, 0.32197, 3.10053], [-0.40823, -1.21541, 4.08151], [-1.68758, -1.99631, 4.08023], [0.60139, -1.78333, 5.01036], [-0.94080, -0.23357, 2.45379], [-2.37532, -1.81957, 4.90718], [-1.54130, -3.06562, 4.23275], [-2.22880, -1.78874, 3.15713], [1.31353, -1.01545, 5.31257], [0.10146, -1.94955, 5.96458], [1.08757, -2.72343, 4.74969], [-2.96540, -2.52201, 0.48212], [-3.71171, -1.58054, 0.70964], [-2.35110, -2.69810, -0.72952], [-1.70999, -3.97289, -1.02173], [-2.19440, -1.64388, -1.72547], [-2.73680, -3.32039, 1.20496], [-0.66413, -3.75860, -1.24164], [-2.13176, -4.46922, -1.89572], [-1.80818, -4.69865, -0.21443], [-1.15899, -1.50592, -2.03691], [-2.72369, -1.99390, -2.61171], [-2.59256, -0.70664, -1.33668], [-1.27022, 4.17039, 0.94614], [-1.79368, 5.25279, 1.15826], [0.06927, 3.96055, 0.82905], [0.61864, 2.54110, 0.79757], [1.06764, 5.04405, 0.86434], [-1.75869, 3.20210, 0.75641], [1.34410, 2.45334, 1.60634], [1.20256, 2.36153, -0.10515], [-0.17640, 1.79757, 0.85405], [1.71266, 4.85729, 1.72293], [1.68437, 5.02022, -0.03411], [0.56210, 6.00420, 0.96735], [4.23780, -0.83578, -5.27222], [3.90783, -0.47084, -3.85891], [2.55859, -0.13573, -3.68757], [2.04812, 0.85522, -2.85006], [2.72691, 1.59809, -2.13673], [0.50859, 0.98994, -2.75208], [-0.09129, 0.45588, -3.80179], [0.08070, 0.30365, -1.71897], [0.18319, 2.28990, -2.62141], [5.30685, -1.02455, -5.37022], [3.85114, -0.07098, -5.94578], [3.93252, -1.85770, -5.49707], [4.52233, 0.41356, -3.69058], [4.02238, -1.28277, -3.14074]],
  "mulliken_charge": [0.91, -0.29, 0.00, 0.78, -0.63, 0.04, -0.40, -1.07, -0.19, 0.32, 0.36, -0.22, 0.32, 0.40, 0.33, 0.11, -0.43, 0.16, -0.91, -0.74, 0.31, 0.33, 0.33, 0.32, 0.23, 0.34, 0.17, 0.50, -0.64, 0.10, 0.01, -0.96, 0.07, 0.43, 0.11, -0.46, 0.32, 0.28, 0.34, -1.17, -0.18, -0.22, 0.35, -0.55, 0.91, -0.26, -0.23, -0.23, 0.38, 0.32, 0.30, 0.27, 0.30],
  "homo_energy_ev": [-10.59, -10.64],
  "lumo_ev": [-3.9, -4.4],
  "multiplicity": 2,
  "total_charge": 1,
  "homo_lumo_gap_ev": [6.67, 6.27],
  "mol_weight_g_mol": 467.27,
  "s2": 0.751
}

Record 5
{
  "formula": "C13H27HfO4P",
  "method": "wB97M-V/def2-TZVPD",
  "species": ["Hf", "C", "O", "C", "O", "C", "O", "C", "P", "H", "H", "C", "H", "C", "H", "H", "H", "C", "H", "C", "H", "H", "C", "H", "H", "H", "C", "H", "H", "H", "C", "H", "H", "H", "C", "H", "H", "H", "H", "H", "C", "O", "H", "H", "H", "H"],
  "xyz": [[-0.11098, -1.07045, 1.61919], [-2.10893, -0.42550, 1.33936], [-3.21455, -0.03241, 1.24696], [0.09836, 1.19204, 1.84888], [-0.32979, 2.27605, 2.17314], [1.43093, 0.55904, 1.84490], [2.56029, 0.95479, 2.04511], [-1.51576, 1.02370, -1.43941], [-0.05039, 0.24585, -0.64169], [0.36845, -1.28658, -2.30973], [-2.34036, 0.36283, -1.13870], [1.39753, 1.00207, -1.50848], [1.13127, 0.89201, -2.57280], [-1.40784, 1.03352, -2.96949], [-1.14714, 0.05326, -3.38682], [-0.67629, 1.77601, -3.31549], [-2.38822, 1.32041, -3.37526], [-1.81944, 2.41151, -0.87194], [-1.20435, 3.18946, -1.34022], [0.81842, -2.41978, -0.48620], [-1.68527, 2.46259, 0.21548], [-2.87054, 2.64058, -1.10042], [-1.49615, -2.04759, -1.53229], [0.57417, -2.57130, 0.62224], [0.66789, -3.43378, -0.88899], [1.88779, -2.18370, -0.59666], [-0.07780, -1.47606, -1.32196], [-1.42561, -3.14319, -1.56281], [-1.92791, -1.70851, -2.48396], [-2.18146, -1.78452, -0.71092], [2.73108, 0.29353, -1.26829], [2.93383, 0.17147, -0.19657], [3.52369, 0.93633, -1.67789], [2.79668, -0.67480, -1.77775], [1.52452, 2.49454, -1.17327], [1.65879, 2.64794, -0.09185], [0.66521, 3.07919, -1.52149], [2.41986, 2.88323, -1.68197], [-1.24564, -2.60319, 1.43880], [-0.93161, -2.65133, 2.22040], [0.84422, -1.02063, 4.88561], [-0.10661, -1.23148, 3.83258], [1.79912, -1.39113, 4.52215], [0.53168, -1.57554, 5.77338], [0.90620, 0.04571, 5.10795], [-1.00731, -1.21617, 4.20720]],
  "mulliken_charge": [0.71, 0.53, -0.03, 0.60, -0.14, -0.10, -0.10, 0.56, 0.11, 0.67, 0.54, 0.32, 0.74, -1.62, 0.49, 0.39, 0.43, -1.49, 0.43, -0.93, 0.36, 0.44, -1.16, 0.29, 0.53, 0.43, -0.35, 0.38, 0.35, 0.34, -1.28, 0.19, 0.47, 0.35, -1.12, 0.28, 0.12, 0.49, 0.27, 0.39, -0.68, -0.60, 0.35, 0.33, 0.36, 0.35],
  "homo_energy_ev": [-24.24, -24.24],
  "lumo_ev": [-18.7, -18.7],
  "total_charge": 4,
  "homo_lumo_gap_ev": [5.57, 5.57],
  "mol_weight_g_mol": 456.82
}